No. 1
Entry from OMol25: 14 unconnected molecules or ions with the total composition C7H36O13 (the ωB97M-V functional and the def2-TZVPD basis).

XYZ file:
```
56
Properties=species:S:1:pos:R:3:forces:R:3
C 1.4289 -2.9568 1.3343 0.559 -0.557 0.913
C 1.4008 -3.7238 2.4304 0.744 0.833 -1.714
C 0.5522 -0.7541 1.0455 -0.613 -1.246 0.772
C 1.6333 -1.4929 1.3787 -0.542 0.888 -0.929
C 3.0049 -0.8505 1.6009 -1.833 -0.308 0.327
C -1.7630 -0.5787 0.4414 -0.744 0.413 -0.939
C -0.7893 -1.3772 0.8912 0.172 1.290 -0.381
H 1.3392 -3.4202 0.3561 -0.232 0.055 -0.060
H 1.6962 -3.2042 3.3339 -0.445 -0.723 0.511
H 1.2988 -4.7814 2.2259 -0.037 -0.119 0.918
H 0.4882 0.3184 0.9057 0.679 0.144 0.184
H 2.7734 -0.0189 2.2630 0.517 0.341 -0.246
H 3.6450 -1.5154 2.1671 0.425 -0.133 -0.394
H 3.3441 -0.5289 0.6182 0.642 0.020 0.266
H -1.6237 0.4754 0.2247 0.613 0.120 0.170
H -2.7446 -0.8428 0.0546 -0.029 -0.698 0.690
H -0.9939 -2.4091 1.1324 0.191 -0.099 -0.174
H 0.6550 2.1218 -2.7324 0.137 -0.324 0.018
H 1.9155 1.8335 -3.5792 -0.242 -0.232 0.059
O 1.4883 2.4989 -3.0341 0.322 0.441 -0.327
H 0.8324 3.0874 2.0540 -0.078 0.148 0.183
H 2.1879 3.4844 1.4076 0.007 -0.306 -0.113
O 1.7902 3.0957 2.1964 0.032 0.054 -0.093
H -0.8384 3.4557 4.0473 0.188 -0.284 0.202
H -0.7238 2.0091 3.4249 -0.462 0.128 0.412
O -0.8982 2.9395 3.2417 0.214 0.448 -0.694
H 1.5331 -0.6179 -4.7159 -0.274 -0.031 0.154
H 1.2462 -1.8365 -3.8252 -0.324 0.131 -0.129
O 1.9452 -1.3651 -4.2777 0.860 -0.407 -0.414
H -1.9388 -4.1495 -1.1703 0.626 0.488 -0.490
H -2.0886 -2.5017 -1.3304 1.017 -0.650 -0.595
O -2.3771 -3.3325 -0.9395 -1.216 -0.450 1.252
H -1.5031 -1.0950 -3.4149 -0.205 -0.121 -1.261
H -1.1531 -2.6963 -3.6758 -0.258 0.554 -0.727
O -1.3244 -1.9722 -3.0758 -0.006 -0.597 1.437
H -3.1298 0.6686 3.5150 0.028 0.477 0.563
H -2.1249 0.0150 2.7048 0.692 -0.016 0.187
O -2.1729 0.5436 3.5223 -0.640 -0.839 -0.722
H -0.4186 -0.2995 -2.2075 0.018 -0.033 0.454
H 1.0213 -0.8085 -2.1690 0.150 -0.098 0.292
O 0.4733 -0.0937 -2.4876 -0.129 0.955 0.036
H 0.4728 3.7667 -0.1231 -0.075 -0.337 -0.556
H -0.6519 4.6897 0.1887 -0.418 -0.074 -0.021
O -0.4921 3.8375 -0.2326 0.399 0.310 0.358
H -2.8763 1.5851 -3.5033 0.708 0.112 -0.285
H -3.4812 0.3454 -3.0614 0.249 -0.730 -0.064
O -2.6594 0.6426 -3.4845 -0.864 0.335 0.458
H 2.3994 2.9295 -1.5280 -0.614 -0.035 0.338
H 2.6474 4.3337 -1.1027 -0.090 0.141 0.263
O 2.3122 3.5055 -0.7383 0.703 0.230 -0.138
H -4.5450 -1.9689 -0.8700 0.019 -0.210 0.145
H -3.8859 -2.8548 -1.9329 -0.510 0.368 0.429
O -4.5929 -2.1919 -1.8011 -0.030 0.139 -0.663
H 1.5915 1.0367 4.6409 -0.079 0.041 -0.080
H 2.2407 1.7349 3.4123 -0.102 0.271 0.253
O 2.4337 1.2846 4.2532 0.184 -0.216 -0.037
```
Forces are in eV/Å.

Energy relative to the best compared isomer or geometry (same formula, charge and spin): 295.01 kJ/mol
HOMO energy: -8.61 eV
LUMO energy: -0.10 eV
Kohn-Sham gap: 8.510 eV



No. 2
Entry from OMol25: a molecular structure, C7H37NO12 (the ωB97M-V functional and the def2-TZVPD basis).

XYZ file:
```
57
Properties=species:S:1:pos:R:3:forces:R:3
C 2.3375 0.3530 -0.9192 0.716 1.150 -0.653
C 1.6658 1.7576 -1.0180 -1.144 -1.088 1.088
C 0.8299 2.3011 0.1765 -0.057 0.250 0.819
C 0.7691 3.6239 0.3647 0.009 0.266 -0.213
C -0.9007 1.0028 3.4972 -0.889 -1.108 -0.342
C -0.5184 1.7954 2.3001 0.723 -0.082 -0.343
C 0.1774 1.3855 1.2364 0.989 1.373 -1.081
N 3.7875 0.5014 -0.6363 0.760 0.478 -3.018
H 1.9600 -0.3027 -0.1663 -0.655 -0.113 0.532
H 2.1766 -0.1764 -1.8555 0.269 0.205 -0.062
H 0.9757 1.6485 -1.8518 0.018 0.430 -0.183
H 2.4214 2.5087 -1.2273 -0.035 0.048 -0.334
H 1.2630 4.4100 -0.2004 0.188 -0.544 -0.470
H 0.1817 4.0791 1.1421 -0.189 -0.211 0.381
H -0.4293 0.0193 3.5075 0.259 0.053 0.030
H -1.9768 0.7714 3.4333 0.103 0.226 0.196
H -0.7424 1.4815 4.4627 0.169 0.245 -0.200
H -0.7559 2.8386 2.3444 -0.326 0.467 0.022
H 0.5951 0.4194 1.1282 -0.110 -1.281 0.403
H 4.3936 -0.0360 -1.2766 -0.575 0.522 0.354
H 4.0933 1.4667 -0.6657 -0.085 -0.002 -0.323
H -4.5792 1.0656 0.6425 -0.929 0.550 1.534
H -5.4878 2.2200 0.8708 -0.303 0.266 0.297
O -5.2100 1.4332 1.3488 1.251 -0.745 -1.731
H 0.5407 -1.6186 -1.8730 -0.349 0.529 0.109
H -0.8872 -1.1526 -2.0609 0.540 0.277 -0.219
O 0.0303 -0.8327 -2.2035 -0.602 -0.979 0.276
H -3.2251 -0.7474 -1.4362 -0.465 -2.081 0.476
H -3.3156 -2.0983 -0.6278 -0.046 -0.573 1.564
O -3.3849 -1.7447 -1.4874 0.432 2.274 -2.754
H 4.2588 -2.9244 1.1869 0.160 0.549 -0.833
H 4.3841 -1.8885 0.0230 -0.774 0.641 -0.002
O 4.8249 -2.5930 0.4657 0.917 -1.559 0.675
H 0.3225 0.2624 -3.6346 -0.298 -0.005 -0.206
H 0.0591 0.5658 -5.1264 0.021 -0.635 -1.089
O 0.1252 0.9683 -4.2816 0.014 0.625 1.258
H -2.1755 0.9061 -0.4084 -0.324 0.226 0.281
H -3.2213 1.2322 -1.4883 -0.072 -0.226 0.407
O -3.1374 0.8864 -0.5606 0.828 0.168 0.045
H -3.9699 -1.8150 1.8344 -0.763 0.099 0.679
H -3.1303 -1.0135 0.8357 -0.210 -0.408 0.405
O -3.3078 -1.9161 1.1682 0.603 0.601 -0.583
H -1.6511 -2.8431 1.4114 -0.051 0.628 0.065
H -0.5511 -1.7181 1.6666 -0.489 -0.973 -0.086
O -0.7308 -2.6806 1.6386 0.669 0.201 0.376
H 2.2923 -2.6269 2.4452 -0.977 1.010 -1.856
H 2.5789 -1.5355 1.3268 0.138 0.177 0.689
O 1.9295 -2.2219 1.5909 0.747 -1.213 1.877
H -4.1383 0.4947 -3.2637 0.418 0.408 0.129
H -2.6928 0.8718 -3.6583 -0.173 0.292 0.338
O -3.4254 1.1352 -3.0691 -0.246 -0.596 -1.183
H 4.2073 -0.2137 2.2254 0.666 0.156 0.362
H 3.8595 0.1648 0.6680 1.276 0.872 -1.334
O 3.6083 -0.2450 1.4963 -1.829 -1.664 4.026
H 1.0027 -3.8263 -0.9897 0.041 -0.088 0.122
H 1.0421 -2.8741 0.2489 0.015 -0.051 0.325
O 0.8510 -2.9253 -0.7007 0.027 -0.035 -1.043
```
Forces are in eV/Å.

Energy relative to the best compared isomer or geometry (same formula, charge and spin): 306.52 kJ/mol
HOMO energy: -8.65 eV
LUMO energy: 0.29 eV
Kohn-Sham gap: 8.932 eV



No. 3
Entry from OMol25: 13 unconnected molecules or ions with the total composition C7H38O12 (the ωB97M-V functional and the def2-TZVPD basis).

XYZ file:
```
57
Properties=species:S:1:pos:R:3:forces:R:3
C -0.1592 -2.0937 3.1566 -1.071 -1.743 -1.975
C -0.9125 -1.6504 1.8554 2.466 -0.744 -0.344
C -0.1246 -0.5157 1.1140 -1.048 -0.291 1.318
C -0.8265 -0.0184 -0.1956 -0.208 -2.344 -0.839
C 0.5000 3.0774 -2.2217 -0.337 0.098 0.908
C -0.3157 1.9751 -1.5773 -1.860 0.411 -0.721
C 0.0870 0.8475 -0.9894 -0.107 2.276 1.760
H -0.4037 -1.5304 3.9978 0.307 1.368 1.397
H -0.5198 -3.0859 3.3920 -0.735 -0.387 0.252
H 0.8651 -2.4192 2.9992 0.437 1.073 -0.083
H -0.9435 -2.5760 1.2656 -0.129 0.506 -0.111
H -1.9164 -1.3826 2.0745 -0.883 0.493 0.386
H 0.9904 -0.8245 1.1078 -2.628 0.622 -0.925
H -0.2264 0.3199 1.8629 0.585 -0.407 -0.867
H -1.0518 -0.8584 -0.8981 0.201 -0.245 0.950
H -1.8761 0.3332 -0.0859 1.029 0.525 0.510
H 1.4769 3.1526 -1.7194 -0.310 0.362 -0.191
H 0.0112 4.0753 -2.4286 0.381 -1.158 0.929
H 0.6484 2.6837 -3.1810 0.709 -0.342 -1.802
H -1.4351 2.0345 -1.7634 1.272 0.118 0.339
H 1.0909 0.7892 -0.5803 0.505 -0.103 -0.658
H 0.4533 3.5013 2.9185 0.855 0.442 0.862
H 0.4900 2.7598 1.6102 0.592 -0.345 -0.533
O -0.0853 3.2406 2.1942 -1.344 -0.037 -0.247
H 1.5639 -0.0531 -2.9419 0.387 0.291 0.519
H 0.2550 -0.0217 -3.7013 0.251 -0.289 -0.409
O 1.1771 -0.3502 -3.7564 -0.158 0.167 -0.431
H -2.5788 1.9148 2.2745 -0.519 0.175 -0.585
H -1.4118 1.8796 3.1298 -1.034 -1.558 -0.583
O -2.1334 1.2481 2.7929 1.394 1.536 1.093
H -0.0970 -1.4107 -2.2652 -1.035 -0.795 -0.122
H 0.2666 -2.2601 -3.3242 -0.553 -0.607 -0.293
O -0.4740 -2.2179 -2.6918 1.531 0.442 0.726
H -3.4853 -0.8307 -2.3641 -0.514 1.067 0.541
H -3.7600 -0.0044 -1.1158 -0.242 0.119 1.779
O -3.7677 0.0659 -2.0505 0.673 -1.195 -2.420
H 3.0652 1.7971 0.7875 0.413 0.270 -0.741
H 3.3509 3.3286 0.6690 0.277 -0.097 -0.237
O 2.8372 2.6589 1.1189 -0.781 0.475 0.762
H 3.2063 1.1049 -1.5694 -1.064 0.185 -1.463
H 3.3817 -0.4663 -1.0246 -0.159 1.626 -0.792
O 3.5951 0.4984 -0.9775 1.279 -1.807 2.358
H 0.5906 -3.9826 0.0250 1.630 0.320 0.182
H -0.6543 -3.3850 -0.5892 0.035 0.283 -0.582
O -0.3173 -4.1424 -0.1158 -1.515 -0.868 0.083
H -3.6718 -0.6102 1.1181 -0.708 0.720 -0.806
H -4.1858 0.7134 1.4838 -0.274 0.553 0.061
O -4.1985 0.1355 0.7196 0.949 -1.463 0.932
H 2.8427 -2.4990 2.9169 -2.153 0.174 2.906
H 3.0197 -1.7914 1.5193 -0.193 -0.307 0.977
O 3.3046 -2.4704 2.1449 3.111 -2.250 -3.200
H 2.5322 -0.1928 2.5306 0.120 1.210 3.098
H 3.0795 0.3111 1.1148 1.051 1.208 -0.272
O 2.6409 -0.3167 1.6384 -0.517 -0.521 -3.100
H -2.2606 -0.6672 -4.2179 -0.087 -1.002 -0.944
H -2.0093 0.3303 -3.2551 0.248 0.720 0.562
O -1.5202 -0.1484 -3.9312 -0.521 1.071 0.088
```
Forces are in eV/Å.

Energy relative to the best compared isomer or geometry (same formula, charge and spin): 418.83 kJ/mol
HOMO energy: -9.52 eV
LUMO energy: -0.13 eV
Kohn-Sham gap: 9.392 eV



No. 4
Entry from OMol25: 13 unconnected molecules or ions with the total composition C7H39NO12 (the ωB97M-V functional and the def2-TZVPD basis).

XYZ file:
```
59
Properties=species:S:1:pos:R:3:forces:R:3
C 0.5598 1.9539 -1.4967 0.123 0.124 0.525
C 0.8289 0.7039 -0.6487 -0.101 -0.080 -0.174
C -0.4324 -0.1185 -0.3561 0.792 0.326 0.029
C 0.9264 -1.8154 0.8888 0.049 -0.069 -0.326
C -0.1838 -1.4874 0.2304 -0.286 0.163 -0.162
C -1.2839 -2.4804 -0.0012 -0.161 -0.616 -0.097
C 1.2273 -3.1979 1.3970 -0.042 -0.280 0.207
N -0.0094 3.0912 -0.7799 -0.223 0.089 -0.308
H -0.1109 1.7127 -2.3259 -0.115 0.230 0.412
H 1.5017 2.2948 -1.9308 0.019 -0.057 -0.087
H 1.3154 1.0355 0.2730 0.052 -0.054 0.050
H 1.5442 0.0631 -1.1705 -0.109 0.054 0.052
H -1.0619 0.4450 0.3379 -0.307 0.011 -0.111
H -0.9559 -0.2148 -1.3087 -0.286 -0.151 0.076
H 1.7038 -1.0700 1.0062 0.022 -0.006 0.010
H -2.2750 -2.0612 -0.1803 0.090 0.391 0.187
H -1.3657 -3.2082 0.8119 0.002 0.017 -0.032
H -1.0937 -3.0634 -0.9111 0.219 0.026 0.042
H 2.1851 -3.2368 1.9174 -0.056 0.036 0.005
H 0.4691 -3.5967 2.0869 0.084 0.137 0.014
H 1.2598 -3.9380 0.5936 0.060 0.103 -0.117
H 0.5733 3.3968 -0.0135 -0.030 -0.086 0.067
H -0.9608 2.9339 -0.4730 0.086 -0.045 0.085
H 4.1732 1.3719 2.0341 0.028 -0.042 -0.037
H 2.8325 0.6652 2.3133 -0.118 0.030 0.060
O 3.6702 0.5797 1.8226 0.167 0.096 -0.017
H 1.6884 -2.2766 -3.3432 0.043 0.059 -0.016
H 0.3930 -1.7131 -3.8842 0.117 -0.165 0.040
O 0.8148 -2.5544 -3.6379 -0.203 -0.049 0.048
H 0.5925 1.3673 3.1082 -0.079 0.013 -0.338
H 1.5423 1.0322 4.2260 0.246 -0.258 -0.007
O 1.3851 0.8102 3.2994 -0.228 0.182 0.415
H -3.1502 1.6268 1.4727 -0.005 0.126 -0.034
H -3.7832 3.0329 1.2903 -0.017 -0.002 -0.030
O -3.1322 2.4322 0.9149 0.111 -0.012 0.163
H 3.3495 -0.5228 -2.1020 0.245 0.157 0.014
H 3.7703 -0.3372 -3.5931 0.067 -0.012 0.071
O 3.0094 -0.4505 -3.0174 -0.098 -0.126 -0.169
H -3.8202 2.4266 -2.1738 -0.032 0.138 0.143
H -3.1432 2.0200 -0.8126 -0.306 0.285 -0.119
O -3.2462 1.7834 -1.7534 0.306 -0.307 -0.121
H 0.0077 -0.6526 3.1736 0.152 -0.103 0.050
H -0.6370 -2.0226 2.9309 0.053 0.014 -0.103
O -0.7750 -1.1871 3.3879 -0.108 0.098 0.350
H -2.1361 -0.4094 2.8118 -0.278 -0.129 -0.299
H -3.1012 -0.4734 1.5908 0.020 -0.058 -0.007
O -2.8497 0.0946 2.3301 -0.065 -0.238 0.162
H -3.5060 -1.2681 -2.2551 0.001 -0.019 -0.040
H -3.8473 0.0783 -1.6071 0.014 -0.218 -0.149
O -4.0213 -0.8820 -1.5414 -0.007 0.140 0.191
H 1.4387 0.0946 -3.7098 -0.193 0.056 -0.092
H 0.1613 0.9480 -3.6754 0.017 -0.134 -0.281
O 0.5536 0.1911 -4.1182 0.170 -0.002 -0.086
H -1.0291 2.5704 2.1045 -0.195 -0.070 -0.025
H -1.5930 1.3513 2.8573 -0.065 0.239 -0.223
O -0.9259 2.0512 2.9112 0.330 0.214 0.167
H 3.9251 -0.1111 0.2238 -0.010 -0.062 0.199
H 4.1673 -1.5467 -0.3089 0.024 0.031 0.138
O 4.1864 -0.6201 -0.5656 0.018 -0.135 -0.367
```
Forces are in eV/Å.

Energy relative to the best compared isomer or geometry (same formula, charge and spin): 41.45 kJ/mol
HOMO energy: -8.94 eV
LUMO energy: 0.08 eV
Kohn-Sham gap: 9.020 eV